# 1
33
Properties=species:S:1:pos:R:3 method="wB97M-V/def2-TZVPD" charge=-1 relative_energy_kj_mol=286.3 e_lumo_ev=3.2934 total_energy_ev=-19753.31632 orbital_gap_ev=8.4
C 0.002 -0.193 -1.480
N -0.408 -0.615 -0.114
C -0.459 0.287 1.189
O 0.566 1.142 1.235
C -0.645 1.043 -2.065
C -0.860 0.869 -3.620
N -0.025 2.259 -1.762
H -0.294 -1.071 -2.160
H 1.019 0.022 -1.448
H 0.250 -1.466 0.001
H -0.356 -0.503 1.986
H -1.437 0.725 1.038
H -1.717 1.049 -1.681
H -0.202 1.416 -4.305
H -0.860 -0.254 -3.665
H -1.859 1.094 -3.817
H 0.373 2.276 -0.748
H 0.740 2.743 -2.258
H -1.439 -2.939 1.988
H 0.087 -2.842 2.440
O -0.768 -3.287 2.630
H 1.516 -0.396 3.650
H 0.086 -0.903 3.311
O 0.843 -1.073 3.952
H 1.215 1.285 2.589
H 2.799 1.454 3.111
O 1.911 1.435 3.360
H -2.139 -0.869 -1.327
H -2.761 -2.206 -0.881
O -2.820 -1.635 -1.577
H 2.732 0.891 -0.468
H 2.092 0.193 0.797
O 2.821 0.075 0.100

# 2
33
Properties=species:S:1:pos:R:3 method="wB97M-V/def2-TZVPD" charge=-1 relative_energy_kj_mol=275.2 e_lumo_ev=2.9429 total_energy_ev=-19753.43073 orbital_gap_ev=8.7
C -0.934 0.713 -1.241
O 0.049 1.447 -1.846
C -0.381 -0.600 -0.659
C -1.124 -0.999 0.661
C -0.989 -2.421 1.288
N -1.575 -3.527 0.366
N 1.143 -0.558 -0.564
H -1.668 0.594 -2.138
H -1.417 1.462 -0.475
H -0.485 -1.419 -1.381
H -1.009 -0.154 1.503
H -2.157 -0.911 0.378
H 0.067 -2.815 1.426
H -1.632 -2.551 2.223
H -1.081 -3.646 -0.533
H -2.566 -3.347 0.202
H 1.508 -0.356 -1.556
H 1.478 0.303 -0.042
H 1.646 1.582 3.142
H 0.979 1.723 1.807
O 0.818 1.661 2.762
H 2.244 -0.009 2.045
H 2.699 0.878 0.893
O 2.909 0.650 1.895
H 2.164 3.030 -0.242
H 0.866 1.803 -1.173
O 1.865 2.052 -0.204
H 2.101 1.611 -2.540
H 3.024 1.832 -1.443
O 2.956 1.943 -2.453
H -3.269 -0.107 -1.249
H -4.385 0.494 -0.350
O -3.846 -0.356 -0.501

# 3
32
Properties=species:S:1:pos:R:3 method="wB97M-V/def2-TZVPD" relative_energy_kj_mol=0.0 e_lumo_ev=0.4753 smiles=CCNCCS.O.O.O.O.O total_energy_ev=-27051.79750 orbital_gap_ev=9.2
C 1.565 -2.932 1.281
C 0.618 -2.186 0.320
N 1.324 -1.367 -0.650
C 0.450 -0.888 -1.740
C 1.173 0.272 -2.474
S -0.053 1.600 -2.763
H 1.203 -2.815 2.305
H 2.520 -2.406 1.302
H 1.695 -3.984 1.045
H 0.039 -2.966 -0.200
H -0.109 -1.668 0.928
H 2.029 -1.976 -1.047
H 0.168 -1.697 -2.398
H -0.465 -0.520 -1.296
H 1.586 -0.075 -3.419
H 2.003 0.661 -1.894
H 0.159 2.336 -1.661
O -2.626 -1.847 0.910
H -1.757 -2.112 1.247
H -3.146 -2.607 1.209
O -0.356 0.218 2.526
H 0.419 0.335 1.935
H -0.087 0.317 3.441
O -2.645 1.465 1.864
H -3.292 0.979 1.338
H -1.964 0.867 2.228
O -0.560 2.721 0.428
H -0.591 3.466 1.034
H -1.288 2.125 0.702
O 1.840 0.995 1.091
H 1.206 1.703 0.869
H 1.747 0.357 0.359

# 4
34
Properties=species:S:1:pos:R:3 method="wB97M-V/def2-TZVPD" relative_energy_kj_mol=141.8 e_lumo_ev=0.0750 smiles="CNC(=O)CCS.O.O.O.O.O.O" total_energy_ev=-31147.09856 orbital_gap_ev=9.5
C 2.690 1.016 2.497
N 1.438 0.927 1.767
C 1.202 0.867 0.419
O 0.047 0.894 0.012
C 2.400 0.639 -0.459
C 2.145 0.952 -1.918
S 3.372 0.298 -3.105
H 3.296 0.111 2.477
H 3.237 1.915 2.202
H 2.420 1.268 3.527
H 0.644 0.686 2.334
H 2.628 -0.427 -0.320
H 3.253 1.160 -0.011
H 1.197 0.604 -2.324
H 2.170 2.040 -1.969
H 4.223 -0.376 -2.303
O -1.016 -1.402 -1.208
H -0.825 -0.527 -0.854
H -1.929 -1.388 -1.559
O -0.719 3.384 -3.090
H -1.325 2.837 -3.565
H -0.789 2.967 -2.204
O -3.966 -1.353 -1.087
H -3.719 -0.556 -0.555
H -3.668 -1.985 -0.407
O -1.316 -3.351 0.685
H -1.191 -3.110 -0.240
H -0.704 -2.861 1.224
O -2.896 -2.194 2.817
H -2.788 -1.688 1.996
H -3.038 -3.070 2.427
O -2.395 0.279 0.800
H -2.555 0.891 1.539
H -1.523 0.555 0.454